(1)
C9H30N7O7Tl as an isolated structure, computed with the ωB97M-V functional and the def2-TZVPD basis.

Structure (XYZ):
```
54
Properties=species:S:1:pos:R:3:forces:R:3
Tl 0.7523 -1.2278 -1.5848 -0.507 1.288 1.477
O 0.1983 -0.2582 1.0292 0.651 -0.366 -0.551
H 0.9616 -0.5666 1.5523 -0.040 -0.798 -0.649
C -2.9735 2.2907 -1.9079 -0.645 0.367 -0.434
C -1.8133 1.3336 -2.1968 -0.326 -0.767 -1.258
C -1.1827 1.4808 -3.5955 -0.555 -0.367 0.301
O -0.5043 0.2701 -3.9092 0.291 0.666 -0.226
C -0.3443 0.2039 -5.3379 -0.131 -1.626 -0.162
N -0.8085 1.4202 -1.1916 -0.205 0.739 0.757
H -3.7529 2.0866 -2.6439 0.129 0.144 -0.333
H -2.6917 3.3418 -1.9731 0.073 -0.005 -0.010
H -3.5130 2.1240 -0.9752 0.566 -0.170 0.320
H -2.2339 0.3270 -2.2006 0.049 -0.086 0.199
H -0.4730 2.2995 -3.7265 -0.128 0.332 0.318
H -2.0079 1.6113 -4.2973 -0.028 0.102 -0.112
H -0.0019 1.1054 -5.8453 0.076 0.208 0.488
H -1.2882 -0.1317 -5.7698 -0.176 0.338 -0.083
H 0.3400 -0.6206 -5.5370 0.247 0.224 0.025
H -1.2619 1.4098 -0.2837 0.106 -0.793 0.481
H -0.4698 2.3767 -1.2098 1.011 0.087 -0.262
C -2.2252 1.0135 3.1539 0.023 -1.390 -1.669
C -0.8703 1.4520 3.6728 0.269 0.466 1.348
O 0.1182 0.4944 3.5742 0.241 -0.748 0.261
O -2.0729 0.9011 1.7234 -1.284 1.116 0.089
H -3.0799 1.6180 3.4529 0.324 0.497 -0.476
H -2.4670 -0.0108 3.4436 0.327 -0.021 0.736
H -0.9920 1.5695 4.7514 -0.084 0.454 0.072
H -0.5250 2.3692 3.1937 -0.438 0.277 0.044
H 0.2693 0.2484 2.6499 -0.119 0.291 -0.116
H -1.2240 0.4933 1.4993 0.400 -0.511 0.201
C -2.2629 -2.5361 -0.2392 1.067 0.092 1.584
O -2.0841 -1.9047 -1.2744 1.217 1.251 -1.271
N -2.9213 -3.6785 -0.2217 -0.962 -0.917 -0.938
N -1.7107 -2.2409 0.9625 -0.852 -0.246 -0.054
H -3.2211 -3.9307 -1.1523 -0.584 -0.532 0.391
H -3.3748 -3.9874 0.6238 -0.183 -0.353 -0.430
H -1.2182 -1.3884 1.1836 0.099 -0.169 0.000
H -1.9739 -2.9536 1.6260 0.740 0.540 0.701
C 3.0842 -2.6083 1.4698 0.919 -0.359 -1.110
O 2.3392 -2.4047 0.5053 -1.373 0.214 -0.570
N 3.5243 -3.7843 1.8484 -0.482 -2.965 -0.114
N 3.6801 -1.6264 2.1033 -0.005 2.330 0.961
H 4.1278 -3.9612 2.6356 -0.011 0.174 -0.212
H 3.2099 -4.5778 1.3104 0.041 -0.054 0.283
H 4.0697 -1.8085 3.0148 0.102 0.628 -0.108
H 3.4168 -0.7160 1.7566 0.379 0.231 0.619
C 3.3104 1.2894 0.0740 -0.466 -0.081 2.943
O 3.1458 0.3084 -0.6274 -0.548 -0.442 -1.556
N 4.3656 2.0857 0.1510 1.812 0.206 -1.813
N 2.5361 1.5823 1.1635 -1.216 -0.533 0.042
H 4.5130 2.5484 1.0324 0.612 0.098 -0.437
H 5.1294 1.7982 -0.4438 0.330 0.519 0.266
H 1.6743 1.0759 1.2796 -0.115 0.583 -0.060
H 2.7779 2.3942 1.7077 -0.637 -0.164 0.107
```
Positions in Å, forces in eV/Å.

Computed properties:
**Multiplicity**: 1
**Energy**: -39257.3260 eV
**HOMO energy**: -15.5577 eV
**Energy above the lowest of the compared OMol25 structures with the same formula, charge and spin**: 20.8 kcal per mole
**Charge**: +2
**Kohn-Sham gap**: 0.130 Ha



(2)
C9H30N9O25P2S2 as an isolated structure, computed with the ωB97M-V functional and the def2-TZVPD basis.

Structure (XYZ):
```
77
Properties=species:S:1:pos:R:3:forces:R:3
O -4.4926 -2.5049 1.8719 -0.283 -0.713 -0.749
P -5.1881 -3.3996 0.9020 0.233 0.567 0.599
O -6.7267 -2.8922 0.6994 0.534 -0.392 -0.106
O -5.3268 -4.9112 1.3877 -0.117 0.670 -0.095
C -4.5626 -3.3501 -0.7894 -0.301 0.091 -0.019
S -3.3686 -4.5850 -1.4300 0.051 -0.492 -0.897
O -2.3827 -3.7939 -2.1540 -0.517 -0.262 0.479
O -4.2519 -5.4393 -2.2210 0.604 0.427 0.561
N -2.7374 -5.4747 -0.2968 -0.194 0.674 0.360
S -1.7034 -4.9357 0.8179 0.377 -0.954 -0.036
O -2.3781 -4.7724 2.1136 0.074 0.077 -0.525
O -0.5366 -5.8154 0.8236 -0.612 0.383 0.044
P -0.7703 -2.9723 0.4413 0.124 0.329 0.197
O -2.0447 -1.9748 0.3210 -0.171 -0.041 0.146
O -0.4268 -2.8553 2.0467 0.117 0.252 -0.318
H -6.8464 -2.1520 1.2992 -0.126 0.219 0.170
H -5.8248 -5.4643 0.7748 0.106 -0.152 -0.122
H -4.1712 -2.3421 -0.9673 0.069 -0.244 0.139
H -5.4368 -3.4790 -1.4377 0.198 -0.027 0.066
H -2.7217 -2.0883 1.0211 -0.132 0.014 -0.010
H -1.2099 -3.1214 2.5611 0.015 -0.326 0.162
C 2.1786 -1.3415 3.3835 0.079 -0.140 -0.188
N 1.4122 -0.0984 3.6569 -0.019 -0.230 -0.071
O 0.6102 0.2628 2.8268 -0.029 0.251 -0.037
O 1.6311 0.4761 4.7076 0.065 0.073 0.145
H 1.8599 -1.7280 2.4230 -0.065 -0.011 0.052
H 3.2354 -1.0876 3.3875 -0.016 0.040 0.087
H 1.9460 -2.0435 4.1784 0.008 0.021 0.020
C 5.4906 1.5772 2.0053 0.053 0.117 -0.018
N 6.1481 0.2535 2.1750 -0.055 0.109 0.052
O 7.3540 0.1969 2.0569 0.168 -0.038 -0.020
O 5.4311 -0.6879 2.4268 -0.060 -0.115 -0.002
H 6.2562 2.3102 1.7815 0.010 -0.030 -0.024
H 4.7819 1.4803 1.1880 -0.033 -0.020 0.034
H 4.9766 1.7979 2.9370 -0.034 -0.040 -0.010
C -1.2267 2.0354 0.5116 -0.049 -0.067 0.157
N -2.0714 1.5834 -0.6257 0.007 -0.007 0.071
O -3.2729 1.7293 -0.5428 -0.066 0.029 -0.018
O -1.4913 1.0978 -1.5722 0.058 0.008 -0.127
H -1.8723 2.4555 1.2733 -0.032 -0.016 -0.031
H -0.6951 1.1636 0.8831 0.035 0.011 -0.037
H -0.5324 2.7733 0.1210 0.040 -0.055 -0.027
C 3.9142 0.0176 7.7747 -0.116 0.053 0.095
N 4.8198 0.7110 6.8197 -0.056 -0.010 0.018
O 5.0524 1.8862 7.0076 0.016 0.069 -0.003
O 5.2676 0.0450 5.9119 0.040 -0.027 -0.113
H 3.6001 0.7324 8.5257 0.026 0.024 -0.025
H 3.0678 -0.3538 7.2033 0.048 -0.031 -0.049
H 4.4758 -0.8019 8.2130 -0.019 -0.044 -0.067
C -3.0222 2.3032 -4.1660 0.114 -0.221 -0.078
N -2.9324 3.6587 -4.7639 -0.090 -0.099 0.024
O -3.0829 3.7674 -5.9670 0.015 0.027 -0.060
O -2.7047 4.5836 -4.0128 0.073 0.053 0.021
H -3.2201 1.5912 -4.9595 -0.007 0.051 -0.031
H -2.0735 2.0930 -3.6799 -0.053 0.023 0.091
H -3.8246 2.3109 -3.4366 0.190 0.071 0.071
C -7.7916 1.9750 -3.8576 -0.057 -0.113 -0.030
N -6.3709 1.9699 -3.4137 -0.168 0.104 0.040
O -5.8173 0.9016 -3.2975 0.056 -0.040 -0.006
O -5.8668 3.0558 -3.1945 -0.122 -0.033 -0.008
H -8.1016 0.9482 -4.0107 0.026 0.001 0.010
H -8.3700 2.4572 -3.0755 0.015 0.049 -0.022
H -7.8397 2.5513 -4.7766 0.001 0.048 0.034
C 0.2701 2.7611 -5.5555 -0.051 0.116 -0.178
N 1.6124 2.3469 -5.0632 -0.046 0.036 -0.014
O 2.5786 2.6635 -5.7263 0.068 0.013 -0.053
O 1.6458 1.7242 -4.0266 0.005 -0.032 0.079
H 0.3996 3.3112 -6.4797 0.030 -0.008 0.010
H -0.3160 1.8604 -5.7132 0.006 -0.017 0.094
H -0.1781 3.3862 -4.7882 0.007 -0.053 0.046
C 9.7478 1.0166 -0.2182 -0.080 0.003 0.218
N 8.9407 1.8403 -1.1598 0.043 -0.023 0.030
O 7.9252 2.3524 -0.7390 -0.078 0.043 0.034
O 9.3618 1.9498 -2.2908 0.025 0.007 -0.077
H 9.2468 1.0135 0.7430 -0.025 -0.017 -0.031
H 9.8125 0.0156 -0.6335 0.037 0.026 -0.053
H 10.7318 1.4723 -0.1604 0.019 -0.038 -0.071
```
Positions in Å, forces in eV/Å.

Computed properties:
**Multiplicity**: 1
**Energy**: -114649.3127 eV
**HOMO energy**: -5.9124 eV
**Energy above the lowest of the compared OMol25 structures with the same formula, charge and spin**: 0.0 kcal per mole
**Charge**: -1
**Kohn-Sham gap**: 0.275 Ha



(3)
A 6-piece molecular cluster, C9H30O6 overall, computed with the ωB97M-V functional and the def2-TZVPD basis.

Structure (XYZ):
```
45
Properties=species:S:1:pos:R:3:forces:R:3
O -0.1727 0.0686 -1.2131 0.557 1.077 -1.080
H -0.7502 0.7023 -0.7875 -0.917 0.295 0.349
H 0.3587 -0.2879 -0.5012 0.720 -0.975 0.713
O -0.9346 -1.6831 -3.4286 0.007 -0.100 -0.146
H -1.0310 -1.3280 -4.3123 -0.120 -0.112 -0.324
H -0.5087 -0.9831 -2.9338 0.011 0.118 0.473
O -2.2034 1.9959 0.0294 0.429 -0.071 -0.286
H -2.1721 2.5260 0.8259 0.058 0.107 0.312
H -3.1219 2.0203 -0.2391 -0.316 -0.121 -0.123
C 3.4539 0.0224 1.0335 1.544 0.538 -1.066
C 2.5246 -1.0948 1.4138 -0.198 1.115 -0.212
C 1.6751 -0.6631 2.5976 0.391 -1.069 -0.034
O 1.6807 -1.3414 0.2900 -0.521 -0.189 -0.634
H 4.0343 -0.1984 0.1377 -0.090 -0.542 -0.240
H 4.2576 0.2630 1.7294 -0.405 -0.093 0.563
H 2.9789 0.9594 0.7429 -0.558 0.028 0.464
H 3.0859 -2.0220 1.5299 0.103 0.139 0.782
H 2.3994 -0.4552 3.3852 -0.491 0.040 0.433
H 0.9859 -1.4717 2.8408 0.213 0.083 0.420
H 1.0489 0.2068 2.3995 0.320 0.183 -0.244
H 1.7351 -2.2840 0.1166 -0.326 0.001 -0.305
C 1.1317 2.2080 -4.2654 0.325 -1.168 -1.897
C 1.2634 2.7956 -2.9056 1.691 2.036 0.034
C -0.0166 3.3333 -2.3344 -2.587 -0.599 2.039
O 1.7452 1.8875 -1.9963 1.155 1.326 -0.230
H 0.4751 1.3414 -4.3423 -0.104 0.054 0.226
H 2.1285 1.9040 -4.5848 0.051 -0.215 0.102
H 0.8301 2.9311 -5.0233 -0.322 0.345 0.490
H 1.9622 3.6317 -2.8782 0.269 -0.170 -0.293
H -0.7618 2.5458 -2.2219 0.004 -0.296 -0.241
H -0.5699 4.1193 -2.8483 0.936 0.206 -0.471
H 0.1880 3.5896 -1.2949 -0.037 0.583 -0.154
H 1.0946 1.1892 -1.8933 -1.720 -2.482 0.569
C -2.5475 -1.6803 1.4630 1.078 0.937 -0.801
C -2.5960 -2.6120 2.6256 -0.058 0.086 -0.862
C -1.4759 -2.4059 3.6242 -0.667 -0.605 0.894
O -3.8599 -2.3249 3.1738 -0.516 -0.492 1.425
H -1.5527 -1.6147 1.0224 0.111 0.033 -0.177
H -2.8243 -0.7060 1.8657 0.165 0.240 -0.169
H -3.2491 -1.9121 0.6617 -0.071 -0.261 0.047
H -2.5695 -3.6340 2.2477 0.084 -0.353 0.208
H -0.5324 -2.8356 3.2875 -0.041 0.355 -0.289
H -1.7112 -2.9838 4.5179 -0.145 -0.142 0.086
H -1.3933 -1.3858 3.9992 0.175 0.175 -0.448
H -4.4833 -2.3333 2.4437 -0.188 -0.042 0.097
```
Positions in Å, forces in eV/Å.

Computed properties:
**Multiplicity**: 2
**Energy**: -22094.7012 eV
**HOMO energy (spin up / spin down)**: -12.0143 / -12.0138 eV
**Energy above the lowest of the compared OMol25 structures with the same formula, charge and spin**: 0.0 kcal per mole
**Charge**: +1
**Kohn-Sham gap (spin up / spin down)**: 0.345 / 0.099 Ha



(4)
A 6-piece molecular cluster, C9H30O9 overall, computed with the ωB97M-V functional and the def2-TZVPD basis.

Structure (XYZ):
```
48
Properties=species:S:1:pos:R:3:forces:R:3
O 9.8801 6.6296 6.3815 -0.646 0.360 -0.106
C 9.2896 7.8791 6.0332 -0.413 -0.353 -0.710
C 7.9800 7.6687 5.1940 1.296 -0.201 -0.149
O 6.9589 6.9823 5.9249 0.115 0.981 0.057
H 9.3631 6.3926 7.1549 0.011 -0.566 0.601
H 9.1456 8.4315 6.9618 -0.633 0.130 0.007
H 10.0369 8.4642 5.4971 -0.128 -0.130 -0.443
H 8.1553 7.1160 4.2710 0.685 -0.494 0.191
H 7.7099 8.6157 4.7266 -0.854 0.412 0.870
H 6.9318 6.0613 5.6553 0.122 0.089 -0.022
O 12.4287 7.4194 12.1464 1.114 0.341 -0.075
C 11.4898 7.3342 11.1086 -1.514 -0.028 -0.465
C 11.8722 8.0352 9.7866 -0.267 0.348 1.240
O 12.9780 7.4464 9.1910 0.728 -0.663 -0.630
H 12.1605 6.7827 12.8129 0.189 0.017 0.052
H 11.2536 6.2842 10.9358 0.142 -0.186 -0.491
H 10.5675 7.7570 11.5070 -0.436 0.357 -0.390
H 12.0784 9.0925 9.9531 0.042 0.245 0.405
H 11.0567 8.0436 9.0634 -0.174 -0.522 0.189
H 13.6845 7.4226 9.8406 0.202 0.001 0.107
O 13.5150 4.6598 8.2164 0.597 -0.197 0.034
C 12.4279 4.0972 7.5568 -1.066 -0.011 -0.080
C 12.3300 4.3884 6.0612 1.525 0.036 -0.235
O 12.3606 5.7934 5.7617 -0.205 -1.427 0.201
H 13.3245 5.5950 8.3202 0.051 0.432 -0.013
H 12.3799 3.0308 7.7776 0.446 -0.255 -0.345
H 11.5110 4.4523 8.0274 -0.435 0.375 0.044
H 11.5054 3.8228 5.6273 -0.631 0.368 0.039
H 13.1881 3.9746 5.5314 0.336 -0.059 0.239
H 11.4495 6.0503 5.9217 -0.323 0.756 0.082
C 6.6331 6.8016 12.0707 0.308 -0.575 -0.233
O 7.4142 7.7036 11.3250 0.180 0.902 -0.269
H 5.9959 7.2842 12.8118 -0.005 0.006 -0.022
H 6.0279 6.2765 11.3317 -0.144 -0.130 0.277
H 7.3436 6.1142 12.5299 -0.456 -0.398 0.399
H 7.8496 8.2959 11.9424 0.159 0.132 -0.138
C 5.1669 7.6230 8.9922 1.337 0.977 0.140
O 5.2451 8.5545 7.9119 -0.872 -0.315 0.064
H 4.5615 6.7231 8.8835 -0.192 0.081 -0.541
H 6.2185 7.3736 9.1334 -0.317 -0.682 0.600
H 4.8448 8.1715 9.8773 -0.150 -0.050 -0.023
H 5.9180 8.1962 7.3284 -0.027 -0.086 -0.440
C 8.7054 5.0345 9.5295 -0.450 0.532 0.686
O 8.4760 6.3299 8.9798 0.900 -0.417 -0.754
H 9.2594 5.0674 10.4677 0.134 0.260 0.177
H 7.7242 4.6261 9.7715 0.115 -0.689 -0.241
H 9.3161 4.4166 8.8712 -0.448 0.134 -0.329
H 8.0102 6.8756 9.6177 0.052 0.164 0.444
```
Positions in Å, forces in eV/Å.

Computed properties:
**Multiplicity**: 1
**Energy**: -28243.7876 eV
**HOMO energy**: -9.2349 eV
**Energy above the lowest of the compared OMol25 structures with the same formula, charge and spin**: 14.7 kcal per mole
**SMILES**: OCCO.OCCO.OCCO.CO.CO.CO
**Kohn-Sham gap**: 0.346 Ha



(5)
A 7-piece molecular cluster, C9H31BrN11O6 overall, computed with the ωB97M-V functional and the def2-TZVPD basis.

Structure (XYZ):
```
58
Properties=species:S:1:pos:R:3:forces:R:3
Br 1.1853 -0.0569 0.4355 -0.145 0.128 -0.335
C -3.6270 0.2260 -1.4964 0.143 -0.458 0.580
C -3.6605 -0.1623 -0.0277 0.283 -0.303 -0.922
C -3.6196 -1.6725 0.2255 -0.728 1.431 0.972
O -3.9876 -1.7128 1.6357 1.482 -2.415 0.002
C -3.3786 -2.8640 2.2979 0.563 0.969 0.414
N -2.6628 0.6447 0.6595 0.017 0.189 1.354
H -3.5328 1.3118 -1.4854 -0.093 -0.088 -0.632
H -4.5392 -0.1351 -1.9713 0.063 0.240 -0.285
H -2.7621 -0.2470 -1.9616 0.107 0.243 -0.318
H -4.6751 0.0693 0.2963 0.150 0.610 0.582
H -2.6527 -2.1063 -0.0292 0.108 -0.139 0.409
H -4.4180 -2.1482 -0.3440 0.033 -0.248 -0.195
H -3.7185 -3.8579 2.0068 -0.539 0.181 -0.246
H -3.4253 -2.7468 3.3806 -0.912 0.113 0.010
H -2.2926 -2.8829 2.2068 0.188 0.227 -0.756
H -1.6889 0.5900 0.3977 -0.012 -0.359 -1.379
H -2.5428 0.3887 1.6292 -0.830 -0.148 0.447
C 3.0193 -3.4594 -1.1706 1.510 -2.283 -1.951
O 3.5041 -4.5126 -1.5261 0.324 -1.452 -0.472
N 2.1324 -2.7634 -1.8060 -3.166 1.029 -2.469
N 3.4644 -2.7315 -0.2004 2.220 1.684 4.541
H 1.9016 -1.9060 -1.3247 -0.771 0.187 -1.057
H 1.6656 -3.1763 -2.6009 -0.205 0.443 0.388
H 2.7337 -2.2264 0.2802 0.736 0.368 0.577
H 4.2752 -3.0841 0.2879 -0.502 0.047 0.307
C -0.8912 2.5052 -2.6127 -0.190 -0.419 -1.131
O -1.8276 3.0282 -3.1523 -2.358 1.537 -1.467
N -0.6106 2.7377 -1.3748 -0.075 1.559 3.751
N -0.0969 1.6885 -3.2280 2.210 -2.851 -2.350
H 0.0951 2.2982 -0.8014 -0.253 0.217 -0.081
H -1.2779 3.4438 -1.0988 0.453 -0.176 1.213
H 0.6253 1.1665 -2.7526 0.034 0.252 -0.324
H -0.2468 1.5720 -4.2200 0.175 -0.163 0.375
C 0.9194 3.1827 2.7595 1.033 3.304 3.932
O 0.9571 4.2125 3.4066 0.419 1.772 0.598
N 0.0637 2.9059 1.8872 -5.095 -0.913 -5.396
N 1.6532 2.1506 2.9949 4.013 -3.771 1.252
H -0.6736 3.5418 1.6186 0.231 -0.290 0.176
H 0.0878 1.9461 1.5736 -0.807 0.268 -0.586
H 1.6387 1.4405 2.2769 0.556 -0.406 0.338
H 2.4728 2.2158 3.5816 -0.320 0.131 -0.169
C 3.4055 3.1481 -1.9272 -1.145 -3.146 -3.230
O 3.1432 2.5469 -2.9704 -0.097 0.315 -0.171
N 3.2614 2.6467 -0.7515 -0.706 -2.160 3.298
N 3.8608 4.3392 -1.8434 2.312 5.299 -1.457
H 3.4891 3.3201 -0.0340 -0.934 -1.115 0.756
H 2.5690 1.9116 -0.7324 0.228 -0.214 1.122
H 4.1991 4.6796 -2.7321 0.227 0.514 0.428
H 4.2628 4.6354 -0.9655 0.122 0.425 -0.662
C 0.2586 -3.7906 1.5655 -0.058 -4.801 1.020
O 0.2716 -4.9893 1.8945 -0.430 0.684 -0.442
N -0.2179 -3.2882 0.4531 -1.617 0.569 -3.006
N 0.7468 -2.8405 2.2988 1.573 2.559 2.340
H -0.1387 -2.2838 0.3815 -0.506 -0.086 -0.713
H -0.8769 -3.7918 -0.1233 0.400 0.057 0.180
H 0.8386 -1.9996 1.7469 0.683 0.716 1.205
H 1.3411 -3.0579 3.0860 -0.102 0.137 -0.368
```
Positions in Å, forces in eV/Å.

Computed properties:
**Multiplicity**: 1
**Energy**: -108560.1571 eV
**HOMO energy**: -6.9095 eV
**Energy above the lowest of the compared OMol25 structures with the same formula, charge and spin**: 80.6 kcal per mole
**Charge**: -1
**Kohn-Sham gap**: 0.344 Ha



- Which of these has the highest energy above the lowest of the compared OMol25 structures with the same formula, charge and spin?
  C9H31BrN11O6